{"formula": "C4H7ClO2", "method": "ωB97M-V/def2-TZVPD", "largest_force_ha_per_bohr": 0.0239, "orbital_gap_ev": 10.195, "smiles": "C[C@@]1(Cl)[C@H](O)[C@@H]1O", "de_lowest_kcal_mol": 18.5, "lumo_energy_ev": 0.68, "multiplicity": 1, "elements": ["C", "C", "C", "C", "H", "H", "H", "H", "H", "H", "H", "O", "O", "Cl"], "positions_angstrom": [[-1.505139, -0.154888, -1.040692], [-0.106467, 0.067686, -0.522241], [0.082757, 0.445086, 0.923832], [0.515905, -0.913887, 0.443806], [-2.127114, -0.634669, -0.285053], [-1.520544, -0.820846, -1.926617], [-1.974560, 0.764945, -1.290103], [-0.810239, 0.564623, 1.543119], [1.233733, 1.964661, 0.650440], [-0.073066, -1.797049, 0.711346], [2.294965, -0.403520, 0.778352], [1.175804, 1.248441, 1.281140], [1.855188, -1.190398, 0.418223], [0.958779, 0.859816, -1.685552]], "atomic_forces_ev_per_a": [[0.4, -1.2, -0.1], [-0.2, -0.1, -0.3], [0.1, 0.1, 0.4], [-0.7, -0.6, 0.0], [0.1, 0.0, 0.2], [0.2, 0.4, 0.4], [-0.4, 0.9, -0.3], [0.3, 0.0, -0.1], [0.1, 0.4, -0.3], [0.0, 0.4, -0.2], [0.1, -0.1, -0.1], [-0.4, -0.3, 0.3], [0.5, 0.2, 0.1], [-0.1, 0.0, 0.1]], "nbo_charge": [-0.6110, -0.0992, 0.0343, 0.0752, 0.2172, 0.2260, 0.2199, 0.1879, 0.4873, 0.1892, 0.4902, -0.7065, -0.6822, -0.0285]}

---

{"formula": "C4H7ClOS", "method": "ωB97M-V/def2-TZVPD", "largest_force_ha_per_bohr": 0.0601, "orbital_gap_ev": 10.063, "smiles": "SC1(CCl)COC1", "de_lowest_kcal_mol": 58.0, "lumo_energy_ev": 0.50, "multiplicity": 1, "elements": ["C", "C", "C", "C", "H", "H", "H", "H", "H", "H", "H", "O", "S", "Cl"], "positions_angstrom": [[0.287044, 0.147221, 0.030314], [-0.893284, 1.167799, 0.093376], [0.667263, -0.506173, -1.261599], [-0.256849, -1.204756, 0.503055], [1.561850, 0.887621, 2.086174], [-0.426464, 2.113885, -0.154755], [-1.217957, 1.286831, 1.154083], [-0.052886, -0.060516, -1.996031], [1.753105, -0.317028, -1.251012], [0.121055, -1.879296, 1.438125], [-1.396509, -1.205557, 0.447468], [0.285672, -1.801892, -0.792313], [1.840990, 0.818967, 0.666011], [-2.273030, 0.552892, -0.962897]], "atomic_forces_ev_per_a": [[-1.6, 0.7, 2.5], [1.1, -0.6, 0.5], [-1.0, 1.0, 0.4], [0.5, -3.0, -0.1], [0.3, 0.0, -2.1], [-0.8, 0.4, -0.9], [-0.2, -0.4, -0.9], [1.4, -0.8, -0.5], [-0.3, -0.8, -1.8], [-0.7, 2.1, -2.1], [1.6, -0.2, 0.3], [-0.5, 0.2, 1.1], [-0.6, 0.2, 2.8], [0.8, 1.2, 0.7]], "nbo_charge": [-0.2226, -0.3655, -0.0981, -0.0858, 0.1424, 0.2313, 0.2232, 0.2011, 0.1935, 0.2072, 0.2017, -0.5382, -0.0204, -0.0697]}

---

{"formula": "C4H7ClS", "method": "ωB97M-V/def2-TZVPD", "largest_force_ha_per_bohr": 0.0776, "orbital_gap_ev": 8.171, "de_lowest_kcal_mol": 55.1, "lumo_energy_ev": -0.15, "multiplicity": 1, "elements": ["C", "C", "C", "C", "S", "Cl", "H", "H", "H", "H", "H", "H", "H"], "positions_angstrom": [[0.737101, -1.405751, 0.905671], [-0.272362, 1.237313, 0.764321], [0.034217, -0.053798, -1.508369], [-0.443793, -0.028408, -0.053355], [2.214509, -1.747497, 0.484529], [-2.114893, -0.616748, 0.041748], [0.338717, -1.787615, 1.879139], [-0.879898, 1.100732, 1.776135], [0.785020, 1.538945, 1.189684], [-0.775770, 1.886459, 0.086396], [1.001991, 0.528260, -1.553392], [0.038202, -1.151713, -1.757408], [-0.663042, 0.499821, -2.255101]], "atomic_forces_ev_per_a": [[-2.2, 2.0, -0.3], [0.1, -1.1, 3.2], [-0.5, 0.7, -0.2], [2.6, -2.7, 1.4], [0.3, 0.0, -0.5], [0.1, 0.0, 0.1], [-0.3, 0.4, -0.9], [1.0, 0.5, -2.3], [-1.9, -0.6, -1.8], [-0.1, 1.8, 0.2], [-0.7, -1.3, -0.1], [0.6, 1.3, -0.3], [0.8, -0.9, 1.5]], "nbo_charge": [-0.3274, -0.6861, -0.6864, 0.0294, 0.1074, -0.0402, 0.1906, 0.2310, 0.2475, 0.2251, 0.2347, 0.2438, 0.2307]}